No. 1
Below is a 8-piece molecular cluster, C9H33NO8 overall in a non-equilibrium geometry, with properties calculated with the ωB97M-V functional and the def2-TZVPD basis.

Positions of all 51 atoms, in Å:
C 4.4010 -0.1526 0.1176
C 4.2163 -1.5984 0.3435
N 4.6868 -2.3891 -0.6304
O 3.6739 -2.0075 1.3928
H 3.4448 0.3383 -0.0640
H 5.0752 -0.0708 -0.7350
H 4.9284 0.3766 0.9112
H 4.6524 -3.3973 -0.5809
H 5.1563 -1.8952 -1.3759
C -3.2677 2.6017 2.3218
O -1.8313 2.3480 2.4667
H -3.4530 3.2021 1.4311
H -3.8049 1.6543 2.2769
H -3.6314 3.1326 3.2015
H -1.7351 1.7080 3.1758
C -3.3641 -1.2966 1.2394
O -3.6737 -0.4510 0.1229
H -3.5869 -2.3475 1.0547
H -2.3040 -1.1391 1.4378
H -3.9534 -0.9678 2.0954
H -2.8991 0.0454 -0.1512
C 0.3944 -2.5106 2.7205
O 1.1639 -3.1966 1.8048
H -0.6397 -2.6641 2.4117
H 0.5459 -2.9924 3.6864
H 0.7094 -1.4672 2.7170
H 2.0835 -2.9342 1.8893
C -4.2204 1.5078 -3.7709
O -2.8354 1.6872 -3.9170
H -4.4710 1.7182 -2.7312
H -4.7484 2.2636 -4.3523
H -4.5301 0.4745 -3.9272
H -2.3619 1.2816 -3.1870
C 1.3924 2.3146 1.6034
O 0.8756 3.1849 2.6005
H 1.1790 1.2723 1.8402
H 0.9651 2.4557 0.6106
H 2.4647 2.4672 1.4810
H -0.0815 3.1142 2.6268
C 2.2878 -0.9967 -3.7711
O 0.9906 -1.5709 -3.7467
H 3.1100 -1.5560 -4.2175
H 2.3271 -0.0992 -4.3883
H 2.6133 -0.6766 -2.7813
H 1.0290 -2.4832 -3.4504
C -0.2845 -0.0012 -0.4056
O -1.4036 0.8753 -0.4358
H -0.1982 -0.3676 0.6174
H -0.3103 -0.7529 -1.1945
H 0.6170 0.5206 -0.7266
H -1.3944 1.4378 0.3421

Cartesian forces, eV/Å:
0.821 0.852 -0.774
-1.218 -0.919 3.064
0.201 0.153 -0.437
0.803 0.221 -1.712
0.082 -0.022 -0.077
-0.297 0.617 -0.319
-0.326 -0.374 0.360
-0.021 0.261 0.024
-0.051 -0.751 -0.062
0.519 -0.258 0.604
-0.912 0.151 -0.552
0.263 -0.186 0.067
0.010 0.013 -0.337
0.042 0.194 -0.048
0.031 -0.110 0.106
0.230 1.233 -0.688
-1.207 -0.885 0.334
0.098 0.037 -0.234
0.080 -0.487 0.453
0.011 -0.062 0.200
0.489 0.026 -0.031
0.009 -0.338 0.279
0.488 -0.976 -1.387
-0.123 0.412 0.193
-0.282 0.473 0.528
-0.460 0.315 0.409
0.337 0.129 -0.117
-0.025 0.155 1.420
0.636 0.210 -0.702
-0.342 0.060 0.214
0.083 -0.413 -0.376
-0.178 0.056 -0.579
-0.148 -0.074 0.107
-0.454 -0.056 0.012
0.812 0.025 -0.289
0.288 -0.237 0.232
-0.265 0.439 -0.128
-0.029 0.026 0.393
-0.272 -0.069 -0.219
0.488 0.641 0.031
0.422 0.263 -0.362
-0.282 -0.891 0.075
-0.789 0.119 0.007
-0.028 -0.112 0.276
0.181 -0.014 0.048
0.587 0.506 -0.096
-0.259 -0.062 -0.822
0.419 -0.568 -0.315
-0.928 -0.348 0.406
0.263 0.427 0.516
0.205 0.202 0.306

Computed properties:
largest force on an atom = 3.4 eV Å⁻¹
HOMO = -9.71 eV
total charge = 0
SMILES = CC(N)=O.CO.CO.CO.CO.CO.CO.CO
HOMO-LUMO gap = 10.0 eV


No. 2
Below is C28H31FeN5O2S3Sb3 as an isolated structure, with properties calculated with the ωB97M-V functional and the def2-TZVPD basis.

Positions of all 73 atoms, in Å:
Fe 0.8786 -2.1632 1.6079
S 0.0475 -6.9862 -1.2711
Sb 1.1599 -5.9041 0.2430
S -0.6378 -4.1114 1.1413
S 0.6408 -3.4111 -0.3955
C -1.5974 -0.7880 -1.7546
C -2.0222 0.2587 -0.7289
C -1.2169 0.2307 0.5762
Sb 0.5812 1.4495 0.5302
C -0.3898 3.3144 0.8464
C -1.7710 3.4798 0.8722
C -2.3267 4.7393 1.0597
C -1.5056 5.8435 1.2280
C -0.1266 5.6893 1.2017
C 0.4259 4.4327 1.0048
C 1.1640 1.1186 2.5671
C 0.4890 1.6296 3.6796
C 0.9418 1.3627 4.9636
C 2.0851 0.5915 5.1603
C 2.7766 0.0939 4.0683
C 2.3114 0.3553 2.7801
Sb 0.4056 -0.5979 -2.5748
C 0.0978 -1.8596 -4.2684
C -1.1423 -2.1585 -4.8288
C -1.2445 -3.0111 -5.9184
C -0.1039 -3.5803 -6.4660
C 1.1371 -3.2949 -5.9198
C 1.2326 -2.4439 -4.8278
C -0.0180 1.3241 -3.4110
C -1.1490 1.5573 -4.1906
C -1.4414 2.8301 -4.6558
C -0.6052 3.8947 -4.3423
C 0.5279 3.6763 -3.5752
C 0.8181 2.3970 -3.1167
H -2.2789 -0.7246 -2.6029
H -1.6928 -1.7957 -1.3416
H -3.0735 0.0821 -0.4782
H -1.9862 1.2561 -1.1798
H -0.9871 -0.8244 0.8009
H -1.8079 0.6044 1.4186
H -2.4372 2.6362 0.7358
H -3.4027 4.8575 1.0685
H -1.9392 6.8246 1.3714
H 0.5179 6.5501 1.3249
H 1.5069 4.3364 0.9730
H -0.3817 2.2622 3.5376
H 0.4228 1.7815 5.8175
H 2.4495 0.4108 6.1638
H 3.6874 -0.4751 4.2095
H 2.9061 0.0150 1.9316
H -2.0533 -1.7360 -4.4237
H -2.2164 -3.2328 -6.3406
H -0.1842 -4.2463 -7.3154
H 2.0309 -3.7365 -6.3418
H 2.2127 -2.2340 -4.4109
H -1.8098 0.7389 -4.4566
H -2.3197 2.9936 -5.2675
H -0.8345 4.8890 -4.7031
H 1.1895 4.4995 -3.3359
H 1.7147 2.2390 -2.5266
N -0.5513 -1.4876 3.2869
N -0.2876 -2.2023 4.4667
C 0.7860 -3.0150 4.5188
N 1.0093 -3.7306 5.6093
N 1.5425 -2.9490 3.4212
N 2.5766 -3.8133 3.1612
O 3.0180 -3.6602 2.0300
O 2.9790 -4.6278 3.9717
H -0.4707 -0.4869 3.4671
H -1.4762 -1.7242 2.9431
H -0.8906 -2.0841 5.2617
H 0.3281 -3.7716 6.3489
H 1.7812 -4.3776 5.6003

Cartesian forces, eV/Å:
-0.086 -0.609 0.054
-0.154 -0.161 -0.230
0.147 0.150 0.385
0.045 -0.017 -0.103
-0.097 0.632 0.082
-0.016 0.023 -0.032
-0.011 0.026 0.005
-0.017 -0.037 0.169
0.100 0.081 -0.425
-0.089 -0.005 0.069
-0.051 -0.027 0.003
-0.011 0.012 -0.001
0.001 0.018 0.000
-0.019 0.025 0.001
0.078 0.039 -0.001
-0.010 -0.108 0.078
-0.092 0.013 -0.083
0.005 0.004 0.086
0.007 -0.033 0.036
-0.046 -0.053 -0.017
0.138 -0.072 -0.041
0.009 -0.057 0.049
-0.069 -0.044 -0.089
-0.055 0.038 0.047
0.022 -0.015 -0.026
-0.029 -0.017 -0.027
0.012 -0.003 -0.011
0.097 0.035 0.048
-0.055 0.040 -0.037
-0.060 -0.059 -0.028
0.002 0.050 -0.012
-0.013 -0.006 -0.003
0.001 0.034 -0.005
0.082 0.009 0.047
0.004 -0.032 -0.031
0.007 0.006 0.004
-0.004 0.021 -0.025
0.019 -0.012 -0.011
0.078 0.049 -0.043
-0.023 -0.020 -0.013
0.017 -0.004 -0.001
0.008 -0.009 0.002
0.005 -0.007 0.000
0.003 -0.013 0.001
-0.014 -0.026 -0.006
0.004 0.008 -0.005
-0.003 -0.003 -0.013
-0.001 0.003 -0.012
-0.009 -0.002 0.006
-0.055 -0.003 0.018
-0.001 0.012 0.028
0.002 0.006 0.011
0.001 0.003 0.006
-0.001 0.009 0.010
-0.015 -0.006 0.007
0.014 0.000 0.010
0.002 -0.007 0.007
0.003 -0.007 0.000
-0.002 -0.008 -0.004
0.003 -0.005 0.001
0.064 0.009 0.070
0.010 -0.103 -0.239
0.238 0.145 -0.189
-0.067 -0.001 -0.125
0.173 -0.109 0.114
0.081 -0.112 0.071
-0.064 -0.020 0.307
-0.252 0.324 -0.070
-0.008 0.048 -0.009
-0.094 0.010 0.022
-0.065 0.046 0.105
0.026 -0.021 -0.001
0.150 -0.075 0.008

Computed properties:
largest force on an atom = 0.6 eV Å⁻¹
HOMO (spin up / spin down) = -10.24 / -10.24 eV
total charge = +1
multiplicity = 5
HOMO-LUMO gap (spin up / spin down) = 6.8 / 6.6 eV
<S²> = 6.015


No. 3
Below is an isolated ion of composition H2O4PS and charge -1 in a non-equilibrium geometry, with properties calculated with the ωB97M-V functional and the def2-TZVPD basis.

Positions of all 8 atoms, in Å:
O -0.7411 1.6501 -0.0976
P -1.0002 0.1870 0.0979
S 1.1510 -0.3631 -0.1045
O 1.2665 -1.7361 0.3474
O 1.6607 0.6333 0.7799
O 1.3717 -0.0192 -1.4846
H -1.9067 -0.3059 -0.9027
H -1.8019 -0.0462 1.3642

Cartesian forces, eV/Å:
-1.290 0.117 0.106
-0.049 1.905 0.302
-1.049 -0.493 0.446
0.396 -0.321 -0.491
0.725 0.410 1.236
-0.022 -0.882 -0.751
0.311 -0.407 0.366
0.978 -0.329 -1.213

Computed properties:
largest force on an atom = 1.9 eV Å⁻¹
HOMO = -4.92 eV
total charge = -1
SMILES = O=[PH2]S(=O)(=O)[O-]
HOMO-LUMO gap = 9.0 eV


No. 4
Below is a 2-piece molecular cluster, C21H25BO9 overall in a non-equilibrium geometry, with properties calculated with the ωB97M-V functional and the def2-TZVPD basis.

Positions of all 56 atoms, in Å:
C -3.3804 3.3579 1.4496
O -2.8197 4.5898 0.9560
C -1.4118 4.4059 0.5929
C -1.4310 3.9968 -0.9791
C -0.0705 3.2927 -1.4239
C -0.0946 2.6014 -2.8673
C -1.5199 2.0480 -3.3318
C -1.7993 0.7031 -2.4906
C -3.3458 0.3453 -2.3252
C -3.6138 -0.9725 -1.4100
C -2.3069 -1.5318 -0.7074
C -1.3639 -2.3678 -1.3619
C -0.0466 -2.8594 -0.6210
O 0.7030 -3.7194 -1.1286
C 0.2996 -2.1651 0.7801
C -0.6255 -1.3263 1.4592
B -0.2184 -0.6587 2.8935
O -0.6718 0.6609 3.2309
O 0.5721 -1.4328 3.8121
C -2.0597 -1.0643 0.8072
O -2.9197 -0.4698 1.4947
H -3.6231 2.6157 0.5983
H -2.7211 2.7917 2.1832
H -4.3967 3.5675 1.9484
H -0.9055 3.6031 1.2275
H -0.8718 5.3983 0.7138
H -2.3603 3.3335 -1.0918
H -1.6113 4.9019 -1.6502
H 0.1173 2.4455 -0.6636
H 0.8260 4.0026 -1.2877
H 0.4126 3.2730 -3.6547
H 0.5970 1.6815 -2.7920
H -2.3665 2.8137 -3.2583
H -1.4144 1.7345 -4.4325
H -1.2368 0.8287 -1.5002
H -1.3135 -0.1688 -3.0473
H -3.7578 0.0682 -3.3669
H -3.9538 1.2434 -1.9831
H -4.1631 -1.7963 -1.9685
H -4.3113 -0.6104 -0.5700
H -1.6140 -2.6535 -2.4369
H 1.3315 -2.3276 1.2530
H -0.7252 0.7700 4.2052
H 1.5255 -1.2227 3.6456
C 4.1361 -3.8237 1.0190
C 4.0971 -3.0503 2.1372
C 5.4730 -2.8065 2.7669
O 5.6610 -2.0727 3.7429
C 6.6360 -3.4878 2.1822
C 6.6760 -4.2753 1.0681
C 5.3155 -4.4314 0.3774
O 5.1479 -5.0388 -0.6805
O 7.6761 -4.8613 0.5648
O 3.0793 -2.5248 2.6905
H 3.2081 -4.0417 0.4977
H 7.5548 -3.3129 2.7331

Cartesian forces, eV/Å:
-1.166 -0.973 -0.153
1.116 -1.044 0.932
-0.405 0.072 -1.701
0.455 -0.004 0.429
-0.323 -0.833 0.798
0.648 -0.063 -0.150
0.623 -0.743 -0.306
-0.210 0.450 -0.325
0.268 -0.753 -0.874
0.041 0.671 1.208
1.223 -0.995 -0.478
-1.657 1.623 1.843
0.975 -0.642 -0.492
-2.486 2.650 1.472
-1.686 1.217 0.527
0.412 -1.340 -2.265
0.438 -0.182 1.050
0.096 -1.888 0.165
-0.921 2.161 -1.748
0.440 0.601 1.123
1.740 -1.634 -2.383
0.512 1.050 1.076
-0.609 0.889 -0.823
1.642 -0.019 -0.694
-0.728 0.995 -0.816
-0.762 -1.195 0.059
1.572 0.673 0.032
0.138 -0.941 1.068
-0.251 1.273 -1.018
-1.408 -0.963 -0.424
-1.064 -0.822 1.100
-0.984 1.353 -0.212
1.229 -1.035 0.013
-0.304 0.625 1.468
-1.109 -0.411 -1.169
-0.464 1.226 0.865
0.682 0.654 1.398
0.845 -1.152 -0.136
0.898 1.065 0.532
1.044 -0.815 -1.102
0.774 0.104 1.597
-1.136 -0.204 -0.658
0.506 -0.161 -0.911
-0.217 -0.955 0.177
0.114 -0.819 -1.139
0.384 0.642 0.884
2.035 -0.708 -0.422
-0.770 0.259 0.191
-0.582 1.103 1.452
0.324 -0.954 -1.254
-1.715 0.512 0.264
0.627 -0.160 -0.005
-0.309 0.280 0.293
-0.552 0.218 -0.295
-0.069 0.024 -0.028
0.088 0.014 -0.035

Computed properties:
largest force on an atom = 3.9 eV Å⁻¹
HOMO = -0.07 eV
total charge = -2
HOMO-LUMO gap = 2.8 eV


No. 5
Below is C43H36NNaO7S2 as an isolated structure in a non-equilibrium geometry, with properties calculated with the ωB97M-V functional and the def2-TZVPD basis.

Positions of all 90 atoms, in Å:
Na -0.5804 -0.9903 2.1086
O 1.6041 -3.4235 5.6604
C 1.2890 -3.2252 4.3612
O 2.0048 -2.6515 3.5852
C -0.0671 -3.7927 4.0127
C -0.5468 -4.9321 4.6183
C -1.7765 -5.4259 4.1933
C -2.4701 -4.7613 3.1994
C -1.9142 -3.6138 2.6435
N -0.7299 -3.1368 3.0520
C -2.6304 -2.8482 1.5062
O -3.7525 -3.2721 1.1855
O -1.9547 -1.8878 1.0303
H 2.4768 -3.0272 5.7798
H 0.0284 -5.4219 5.3939
H -2.1850 -6.3226 4.6449
H -3.4328 -5.0911 2.8283
C -2.7598 7.1068 -0.0610
C -2.1640 5.7381 0.1710
C -2.9448 4.6945 0.6766
C -2.3999 3.4448 0.9266
C -1.0546 3.2297 0.6549
C -0.2518 4.2561 0.1808
C -0.8147 5.5011 -0.0722
S -0.2821 1.6585 0.9880
O -1.0528 1.0709 2.1662
C -0.8359 0.8107 -0.4957
C -2.1809 0.3852 -0.5480
C -2.6258 -0.2859 -1.6333
C -1.7620 -0.5558 -2.7212
C -2.2253 -1.2784 -3.8532
C -1.4020 -1.5230 -4.9114
C -0.0625 -1.0558 -4.8919
C 0.4161 -0.3783 -3.8092
C -0.4178 -0.1138 -2.6847
C 0.0598 0.5638 -1.5159
C 1.5035 1.0267 -1.4701
C 1.8642 2.2327 -2.1670
C 0.9020 3.0100 -2.8801
C 1.2675 4.1579 -3.5196
C 2.6131 4.6090 -3.4850
C 3.5531 3.8980 -2.8052
C 3.2058 2.6968 -2.1302
C 4.1816 1.9673 -1.4117
C 3.8355 0.8354 -0.7496
C 2.5006 0.3608 -0.7856
S 2.2481 -0.9964 0.3487
O 1.1982 -0.5126 1.3262
C 1.4678 -2.2169 -0.6716
C 0.6433 -3.1121 0.0001
C -0.0069 -4.0892 -0.7373
C 0.1751 -4.1937 -2.1170
C -0.5690 -5.2362 -2.9119
C 1.0624 -3.3223 -2.7467
C 1.7167 -2.3341 -2.0320
H -3.8278 7.0432 -0.2766
H -2.2711 7.6160 -0.8937
H -2.6406 7.7376 0.8251
H -3.9983 4.8673 0.8796
H -3.0074 2.6454 1.3415
H 0.8070 4.0843 -0.0017
H -0.1896 6.3027 -0.4571
H -2.8265 0.5369 0.3084
H -3.6426 -0.6686 -1.6528
H -3.2535 -1.6311 -3.8586
H -1.7702 -2.0728 -5.7712
H 0.5853 -1.2435 -5.7412
H 1.4440 -0.0345 -3.8018
H -0.1334 2.6913 -2.8981
H 0.5205 4.7350 -4.0546
H 2.8898 5.5256 -3.9962
H 4.5837 4.2405 -2.7648
H 5.2047 2.3319 -1.3825
H 4.5781 0.2805 -0.1807
H 0.5204 -3.0393 1.0896
H -0.6918 -4.7672 -0.2321
H -1.5819 -5.3649 -2.5272
H -0.0669 -6.2055 -2.8533
H -0.6342 -4.9575 -3.9651
H 1.2212 -3.3981 -3.8187
H 2.3819 -1.6416 -2.5398
C 2.1101 0.9189 4.2506
C 1.0191 0.5453 5.2405
O -0.0952 -0.1047 4.6205
H 2.9902 1.3040 4.7790
H 1.7631 1.6970 3.5580
H 2.4008 0.0437 3.6559
H 0.6789 1.4246 5.7891
H 1.4032 -0.1564 5.9772
H -0.4356 0.4875 3.9279

Cartesian forces, eV/Å:
0.261 -0.358 1.602
-0.026 -0.042 -0.279
-0.534 0.111 -0.079
0.018 -0.097 0.135
0.086 0.419 -0.262
-0.105 -0.242 0.153
-0.045 -0.037 0.046
-0.052 -0.099 0.045
0.390 0.189 0.162
-0.126 -0.573 0.104
-0.217 0.009 -0.330
0.690 0.268 0.149
-1.747 -1.242 -0.575
0.163 0.024 0.085
-0.063 0.029 -0.043
0.020 0.031 -0.029
0.082 0.020 0.030
0.021 -0.085 0.014
-0.077 0.054 0.033
-0.019 0.027 -0.007
-0.067 0.056 -0.027
-0.147 0.091 0.181
0.031 0.003 -0.119
0.054 0.010 -0.031
-0.032 0.384 0.420
0.147 0.985 -0.857
0.138 -0.140 -0.087
0.174 0.240 0.288
-0.199 -0.254 -0.276
-0.042 -0.045 -0.050
-0.029 -0.007 0.038
0.186 0.005 -0.064
-0.190 0.041 -0.041
-0.202 0.242 -0.016
0.115 0.090 -0.006
0.193 0.045 0.069
-0.183 0.184 0.028
-0.119 -0.041 0.032
0.093 -0.124 0.110
0.131 0.086 -0.022
-0.219 0.062 -0.084
0.037 -0.052 0.055
-0.017 0.005 -0.038
0.109 0.212 -0.124
-0.059 -0.252 0.031
0.020 0.124 -0.041
-0.318 0.366 0.612
1.617 -0.238 -0.934
-0.033 -0.096 -0.079
0.076 -0.041 0.189
-0.080 -0.010 0.053
0.000 -0.015 -0.012
0.021 0.020 0.052
0.009 -0.184 0.007
0.078 -0.080 0.160
0.065 -0.015 0.008
-0.019 -0.046 0.043
0.004 -0.067 -0.047
0.110 -0.009 -0.016
0.114 0.110 -0.041
-0.132 0.011 0.036
-0.061 -0.083 0.046
0.111 -0.010 -0.062
0.138 0.040 -0.029
0.127 0.053 0.021
0.050 0.049 0.058
-0.044 0.004 0.044
-0.076 0.040 -0.009
0.056 -0.046 0.009
0.076 -0.039 0.049
-0.059 -0.094 0.040
-0.113 -0.065 0.003
-0.124 -0.021 -0.029
-0.161 0.060 -0.057
-0.036 -0.052 -0.636
0.076 0.091 -0.076
0.036 0.005 -0.014
-0.010 0.034 0.006
0.013 0.003 0.057
-0.041 -0.006 0.126
-0.068 -0.135 0.134
0.044 -0.050 -0.161
-0.123 -0.161 -0.296
0.168 0.187 -0.095
-0.120 -0.032 -0.057
0.044 -0.133 0.099
-0.068 0.184 0.154
-0.057 0.139 0.055
0.011 -0.140 0.056
0.061 0.117 0.209

Computed properties:
largest force on an atom = 2.2 eV Å⁻¹
HOMO = -8.20 eV
total charge = 0
HOMO-LUMO gap = 7.9 eV


no.,E_tot (a.u.)
1,-1019.25403
2,-4688.50162
3,-1041.75496
4,-1517.16208
5,-3200.40024